C6H10N2O3P2S | ωB97M-V/def2-TZVPD

Last column: Löwdin charge in e.
Element x y z (Å)
C  1.95294  0.43779  -0.59147  -0.54
C  -0.23338  0.88181  0.28235  -0.55
C  -0.90054  -0.96731  1.52490  -0.38
C  1.50154  -0.95708  -0.98999  -0.49
C  0.39125  -1.75773  1.10853  -0.10
C  0.70592  -1.82597  -0.35451  -0.10
N  1.06065  1.30922  0.01621  -0.21
N  -1.23011  1.05641  -0.51402  -0.05
O  3.05059  0.87992  -0.80378  0.00
O  -0.34319  0.40743  1.50516  0.02
O  -1.93744  -1.09772  0.67046  -0.34
P  1.48640  3.03572  -0.04795  0.96
P  -2.69771  0.37548  -0.19457  0.78
S  1.94575  -1.24855  -2.72183  0.78
H  -1.02305  -1.29567  2.57324  0.16
H  0.27815  -2.68424  1.60302  0.10
H  1.15996  -1.27129  1.66637  0.12
H  -3.05267  -0.77171  -0.90300  0.03
H  0.13193  -2.51170  -0.89728  0.10
H  0.45364  3.14744  0.81730  -0.11
H  0.77302  3.46063  -1.14723  -0.11
H  -3.29208  1.46297  -0.94478  -0.02
H  -3.23157  0.29217  1.09400  0.04
H  3.05001  -0.35801  -2.75114  -0.07

LUMO energy: 0.075 eV
Kohn-Sham gap: 8.752 eV
energy: -1650.6343 a.u.


C8H6ClNO3 | ωB97M-V/def2-TZVPD

Last column: Löwdin charge in e.
Element x y z (Å)
C  -2.08051  1.36930  -0.45851  -0.01
C  -0.98311  2.11781  -0.80773  0.05
C  -2.03840  0.23676  0.28825  0.03
C  0.18112  1.59402  -0.27201  -0.03
C  0.18185  0.40236  0.40752  -0.13
C  1.66288  1.94118  -0.38200  -0.39
C  1.57644  0.07644  0.86521  -0.75
C  2.15337  -1.30400  0.65663  -0.08
N  -0.88487  -0.31253  0.71573  -0.18
O  -0.87063  -1.44115  1.26731  -0.02
O  2.01719  2.91990  -0.98376  0.16
O  2.37915  0.97142  0.17587  0.06
Cl  1.81457  0.31313  2.62471  0.75
H  -2.99276  1.61584  -0.72128  0.07
H  -0.88627  2.99477  -1.32592  0.10
H  -2.84408  -0.28513  0.55069  0.11
H  3.17493  -1.40840  0.85318  0.07
H  1.95408  -1.78800  -0.31892  0.11
H  1.61271  -2.05379  1.20137  0.07

LUMO energy (spin up / spin down): -0.444 / -0.444 eV
Kohn-Sham gap (spin up / spin down): 8.858 / 8.856 eV
energy: -1049.0379 a.u.


C4H7NO2 | ωB97M-V/def2-TZVPD

Last column: Löwdin charge in e.
Element x y z (Å)
C  0.85345  1.13555  -1.05152  0.12
C  0.34773  -0.48558  0.67941  -0.14
N  0.57158  -1.23390  1.67870  -0.06
O  1.70466  -0.79268  2.39731  -0.11
C  -0.77538  -0.82703  -0.20562  -0.24
C  -1.70639  0.25962  -0.50561  -0.06
O  -0.59392  0.02178  -1.40105  -0.13
H  1.76337  0.55435  -1.11241  0.06
H  0.56551  1.60834  -1.99104  0.06
H  0.82133  1.79991  -0.19979  0.05
H  1.75957  -1.45198  3.10051  0.07
H  -1.03278  -1.84319  -0.49485  0.15
H  -2.67149  0.08160  -0.97133  0.12
H  -1.60725  1.17321  0.07729  0.12

LUMO energy (spin up / spin down): 0.317 / 0.318 eV
Kohn-Sham gap (spin up / spin down): 7.727 / 7.728 eV
energy: -361.5730 a.u.


C6H6O | ωB97M-V/def2-TZVPD

Last column: Löwdin charge in e.
Element x y z (Å)
O  -0.34512  -0.36734  1.73412  -0.02
C  0.28787  -0.83037  0.56394  -0.41
C  -0.63915  -0.85549  -0.67467  -0.15
C  -1.32588  0.42368  -0.79866  -0.14
C  -1.80547  1.52442  -0.69576  0.12
C  1.52835  -0.06488  0.30292  -0.07
C  2.52192  0.58547  0.09655  0.13
H  -0.51696  0.58258  1.63653  0.09
H  0.52860  -1.87859  0.76707  0.15
H  -1.36048  -1.67148  -0.56371  0.12
H  -0.03331  -1.08869  -1.55571  0.12
H  -2.24042  2.49525  -0.66192  0.03
H  3.40005  1.14543  -0.15071  0.03

LUMO energy: 0.947 eV
Kohn-Sham gap: 11.115 eV
energy: -307.3229 a.u.